# 1
Computed, not measured: a gas-phase ion, CHN6 (charge +1) in a non-equilibrium geometry, with the ωB97M-V functional and the def2-TZVPD basis.

Bonds (Å) are listed after each position.
Atoms and positions in Å:
1 C -0.101 -0.423 0.088  N3 1.277, N7 1.326, H8 1.020
2 N -3.201 0.562 -1.035  N6 1.109
3 N 0.639 -1.317 0.622  C1 1.277, N4 1.226
4 N 0.470 -2.466 1.016  N3 1.226, N5 1.108
5 N 0.581 -3.498 1.403  N4 1.108
6 N -2.239 0.097 -0.739  N2 1.109, N7 1.215
7 N -1.350 -0.615 -0.314  C1 1.326, N6 1.215
8 H 0.524 0.370 -0.053  C1 1.020

Values from the calculation:
- Orbital gap: 9.7 eV
- Maximum force: 0.07178 hartree/bohr
- Net charge: +1
- HOMO: -16.4 eV
- Energy relative to the best compared isomer or geometry (same formula, charge and spin): 0.0 kcal per mole

# 2
Computed, not measured: CHNO3 in the gas phase in a non-equilibrium geometry, with the ωB97M-V functional and the def2-TZVPD basis.

Bonds (Å) are listed after each position.
Atoms and positions in Å:
1 C 0.419 -0.006 -0.008  N2 1.194, O4 1.205
2 N -0.745 0.254 0.056  C1 1.194, O5 1.352
3 O 3.210 0.081 0.113  O4 1.640
4 O 1.605 0.014 -0.216  C1 1.205, O3 1.640
5 O -1.877 -0.486 0.067  N2 1.352, H6 0.972
6 H -2.613 0.143 -0.012  O5 0.972

Values from the calculation:
- Orbital gap (alpha / beta): 9.8 / 9.9 eV
- Maximum force: 0.06192 hartree/bohr
- HOMO (alpha / beta): -10.1 / -10.3 eV
- Energy relative to the best compared isomer or geometry (same formula, charge and spin): 152.5 kcal per mole

Question: Which value of maximum force does entry 2 give?
Answer: 0.06192 hartree/bohr

Question: energy relative to the best compared isomer or geometry (same formula, charge and spin) of number 2 (CHNO3)?
Answer: 152.5 kcal per mole